(1)
The following is a quantum chemistry calculation of a cluster of 2 separate species, C7H14N2 in total at a distorted geometry, from the OMol25 dataset.

Geometry as XYZ:
```
23
Properties=species:S:1:pos:R:3:forces:R:3:lowdin_charge:R:1
N 1.6833 1.9483 -1.8803 1.05 -0.48 -0.49 0.103
N 0.4084 0.6134 -3.0629 1.43 -0.42 -0.38 0.027
C -2.3726 -1.7952 0.8823 -0.05 -1.67 -0.12 -0.173
C -2.2044 -1.8454 2.3765 0.06 1.83 2.22 -0.194
C 1.4521 1.4851 -3.0891 -1.10 0.31 0.62 -0.194
C 0.1424 0.2944 -1.7447 0.17 1.03 -0.85 -0.040
C 0.9323 1.1881 -1.0346 -1.08 -0.43 0.19 -0.334
C 2.2970 0.9157 1.0687 0.76 -0.13 0.58 -0.114
C 0.9788 1.3585 0.4430 -0.21 -0.24 0.88 -0.209
H -2.8434 -2.7629 0.6605 -0.06 0.22 -0.46 0.066
H -1.7799 -2.7181 2.8629 -0.08 -0.65 -0.71 0.060
H -1.5800 -1.0616 2.8471 0.06 0.10 -0.79 0.060
H -0.5833 -0.4877 -1.6059 -0.04 0.17 0.76 0.099
H 0.1698 0.7578 0.8693 -0.04 0.06 -0.04 0.097
H -1.4292 -1.8115 0.3330 -0.02 0.29 0.10 0.047
H 2.2868 0.6367 2.1311 -0.81 -0.11 -0.14 0.065
H 3.0181 1.7356 1.1229 0.17 -0.17 -0.79 0.068
H 2.6852 0.0373 0.5445 0.26 0.31 -0.03 0.074
H -3.1411 -1.6407 2.9200 -0.09 -0.40 -0.45 0.067
H -3.0480 -1.0348 0.4999 0.20 0.28 0.22 0.067
H 0.7989 2.3898 0.7575 -0.18 0.01 -0.33 0.111
H 1.9838 1.6704 -4.0071 -0.07 0.52 0.02 0.114
H 0.1448 0.1269 -3.8946 -0.35 -0.45 -0.01 0.135
```
Forces are in eV/Å.

Summary:
* energy relative to the best compared isomer or geometry (same formula, charge and spin): 15.2 kcal per mole
* SMILES string: CCc1c[nH]cn1.CC
* HOMO level: -0.313 hartree

=====

(2)
The following is a quantum chemistry calculation of a structure of composition C8H17N at a distorted geometry, from the OMol25 dataset.

Geometry as XYZ:
```
26
Properties=species:S:1:pos:R:3:forces:R:3:lowdin_charge:R:1
N 1.1126 0.2992 -1.0828 -0.86 0.73 0.93 0.029
C -2.5207 -0.2730 -1.2844 -0.04 0.25 0.28 -0.080
C 1.5864 0.4174 0.1818 0.68 -0.53 -0.84 -0.398
C 1.8073 -0.7797 1.0574 -0.26 0.22 -0.09 -0.069
C 2.4411 1.6117 0.4670 0.07 -0.12 -0.15 -0.061
C -1.2590 -1.7143 0.2837 -0.01 -0.06 -0.18 -0.081
C -0.9784 0.9042 0.8060 -1.26 -1.57 -1.30 0.006
C -0.0935 -0.1824 -1.4664 0.96 -0.11 -0.80 -0.133
C -1.1819 -0.4517 -0.5704 0.43 1.40 2.40 -0.455
H 1.2975 -0.7123 2.0215 -0.06 -0.03 0.09 0.072
H -0.3635 0.7658 1.6915 0.22 -0.22 -0.26 0.026
H -2.1830 -1.7092 0.8634 -0.04 0.01 0.03 0.080
H 2.4364 2.3346 -0.3541 -0.06 -0.03 0.03 0.074
H -0.8522 1.8875 0.3646 0.07 0.04 -0.09 0.049
H -2.8046 -1.1822 -1.8248 0.13 0.06 0.02 0.086
H -2.5028 0.5631 -1.9834 0.01 -0.01 -0.02 0.077
H 2.8781 -0.8701 1.2760 0.00 0.01 0.00 0.076
H 2.0627 2.1344 1.3527 0.01 0.04 -0.01 0.081
H -2.0035 0.7701 1.1408 -0.25 0.29 0.04 0.032
H -1.2763 -2.5930 -0.3658 -0.03 -0.05 0.00 0.085
H 1.4801 -1.6915 0.5652 0.05 -0.04 -0.04 0.070
H -3.3091 -0.0744 -0.5542 0.03 -0.05 -0.03 0.076
H 3.4815 1.3391 0.6727 0.05 0.01 0.09 0.072
H 1.5124 0.9592 -1.7436 0.02 -0.07 -0.04 0.143
H -0.4363 -1.8203 0.9772 0.03 0.00 0.04 0.042
H -0.3312 0.0677 -2.4914 0.11 -0.16 -0.07 0.101
```
Forces are in eV/Å.

Summary:
* energy relative to the best compared isomer or geometry (same formula, charge and spin): 75.1 kcal per mole
* HOMO level (alpha / beta): -0.227 / -0.227 hartree

=====

(3)
The following is a quantum chemistry calculation of a structure of composition C20H43Cl2F3O2P2Zr at a distorted geometry, from the OMol25 dataset.

Geometry as XYZ:
```
73
Properties=species:S:1:pos:R:3:forces:R:3:lowdin_charge:R:1
Zr 0.1213 0.1224 0.0342 -1.43 0.06 -0.74 0.872
Cl -0.1400 2.4933 0.7314 0.38 -0.54 -0.09 0.012
Cl -0.6330 -2.1057 -0.8640 0.27 0.26 0.13 -0.009
P -0.9073 -0.8966 2.4121 -0.34 0.20 0.29 0.970
P 0.1911 0.4355 -2.7343 0.14 0.37 0.23 0.936
F 4.1272 1.7925 -0.0582 0.05 -0.54 0.97 0.121
F 3.5336 2.1102 2.0341 0.52 -0.81 -0.68 0.126
F 5.3579 0.9693 1.5689 -1.01 0.15 -0.32 0.152
O 2.0578 0.1412 0.5734 1.58 -0.68 0.74 -0.314
O 3.6009 -1.1062 1.6806 -0.36 0.87 -0.57 0.137
C 1.8520 2.6785 -2.6037 0.09 0.12 -0.03 -0.116
C 1.8472 -0.5992 -4.8336 0.16 -0.28 -0.01 -0.112
C 1.0370 0.2883 3.9701 0.07 0.29 0.18 -0.105
C -2.5717 0.1495 -3.0405 -0.20 -0.08 -0.06 -0.154
C 4.0903 1.2007 1.1753 0.28 0.90 -0.01 -0.480
C -0.4864 0.0976 3.9100 0.13 -0.22 0.08 -0.538
C 0.8988 -3.0101 2.0607 0.02 -0.17 -0.19 -0.148
C -1.1845 1.4583 3.9554 0.02 0.17 -0.03 -0.122
C -1.2895 0.5291 -5.1894 -0.09 -0.10 -0.21 -0.114
C 2.8520 -0.4377 -2.4820 0.22 -0.14 0.10 -0.119
C 1.5746 -0.6339 -3.3267 -0.24 -0.21 0.01 -0.544
C -3.3708 -1.5449 3.6435 -0.30 0.00 -0.05 -0.111
C -0.6277 3.0779 -2.7789 -0.04 0.14 -0.02 -0.126
C -0.4001 -2.6429 2.7945 0.07 -0.10 -0.26 -0.534
C -2.7539 -0.9800 2.3571 0.24 -0.29 -0.17 -0.538
C -0.2967 -3.0372 4.2697 -0.13 -0.20 0.14 -0.114
C -3.3889 0.3562 1.9320 -0.21 0.14 -0.24 -0.141
C -1.2469 -0.0796 -3.7819 0.01 -0.27 0.28 -0.533
C 3.2158 -0.0891 1.1549 0.15 -0.02 0.24 -0.482
C 0.5381 2.1803 -3.2151 0.03 -0.24 -0.21 -0.542
H 2.7577 0.3371 -1.7141 0.09 -0.14 -0.30 0.013
H -3.4116 0.0143 -3.7362 0.16 0.02 0.10 0.080
H -3.9414 0.8149 2.7633 0.16 -0.11 -0.20 0.074
H -0.7646 2.0391 4.7869 -0.07 -0.10 -0.13 0.084
H -1.0804 -1.1683 -3.8704 -0.14 0.29 -0.03 0.101
H 1.5862 -0.6478 4.0979 -0.06 0.05 -0.06 0.068
H -1.5483 2.8881 -3.3425 0.21 -0.01 0.14 0.060
H -1.2216 -3.2214 2.3346 0.25 0.10 0.11 0.107
H -2.6633 1.0836 1.5454 -0.20 -0.20 0.14 0.014
H 2.7276 2.1852 -3.0415 -0.18 0.09 0.14 0.071
H -2.2633 1.3810 4.1217 0.20 -0.03 -0.09 0.063
H -2.6323 1.1574 -2.6105 -0.04 -0.29 -0.15 0.054
H 3.7103 -0.1749 -3.1210 -0.28 -0.06 0.24 0.088
H 1.1627 -1.6270 -3.0766 0.15 0.22 -0.15 0.071
H -4.4647 -1.4619 3.5745 0.22 -0.03 0.05 0.084
H -2.0197 -0.0480 -5.7788 0.17 0.23 0.14 0.087
H -0.1649 -4.1291 4.3149 0.02 0.28 0.02 0.086
H -3.0568 -0.9888 4.5379 -0.07 -0.10 -0.23 0.075
H 1.1525 -4.0539 2.2981 0.04 0.25 -0.05 0.085
H 3.0895 -1.3710 -1.9507 0.07 0.23 -0.19 0.089
H 0.5764 -2.5858 4.7567 -0.20 -0.03 -0.11 0.077
H 1.4071 0.7870 3.0619 -0.15 -0.08 0.25 0.048
H -1.5936 0.5075 -0.4532 -0.44 0.12 0.04 -0.131
H 2.7376 -1.2071 -5.0388 -0.12 0.13 -0.02 0.082
H -4.0918 0.1688 1.1098 0.06 0.12 0.25 0.081
H -0.3457 4.1244 -2.9497 -0.08 -0.14 0.03 0.083
H -0.3343 0.4778 -5.7234 -0.26 0.10 0.16 0.051
H -1.6303 1.5725 -5.1762 0.11 -0.22 0.04 0.076
H -2.6806 -0.5632 -2.2197 0.02 0.18 -0.09 0.027
H 1.8722 2.5434 -1.5091 0.00 0.05 -0.34 0.046
H 1.0257 -1.0375 -5.4114 0.16 0.16 0.14 0.067
H 1.7566 -2.3739 2.3243 -0.34 -0.21 0.06 0.053
H -0.9975 2.0198 3.0280 -0.15 -0.14 0.41 -0.005
H -2.9065 -1.7107 1.5414 -0.02 0.23 0.26 0.098
H 2.0454 0.4139 -5.1978 -0.02 -0.08 0.03 0.077
H -0.8308 2.9570 -1.7045 -0.01 0.06 -0.39 0.005
H 0.6161 2.1537 -4.3132 0.04 0.30 0.22 0.098
H 1.9435 3.7551 -2.7975 0.02 -0.18 0.06 0.085
H -3.1386 -2.6050 3.7866 0.03 0.19 0.00 0.067
H -0.8210 -0.5232 4.7561 0.18 0.27 -0.08 0.095
H 1.2830 0.9504 4.8176 -0.03 -0.28 -0.25 0.091
H 0.7493 -2.9468 0.9747 0.19 -0.07 0.41 -0.019
H -1.1936 -2.8044 4.8545 0.21 0.05 -0.10 0.060
```
Forces are in eV/Å.

Summary:
* HOMO level: -0.316 hartree

=====

(4)
The following is a quantum chemistry calculation of a structure of composition C27H23AsCaCl2N4O2S3 at a distorted geometry, from the OMol25 dataset.

Geometry as XYZ:
```
63
Properties=species:S:1:pos:R:3:forces:R:3:lowdin_charge:R:1
As 0.5539 4.7503 -0.4941 -0.12 0.69 -0.69 0.590
Ca 0.6887 0.3882 -0.2213 -0.19 1.64 1.17 0.932
Cl 3.7178 -4.7598 -3.5396 -0.01 0.01 0.00 0.589
Cl 2.0359 -3.2629 -5.8113 0.00 0.00 0.02 0.586
S 3.2930 0.9377 -0.7995 0.34 0.20 0.11 0.424
S 0.3783 3.3248 -2.0273 -0.17 -0.12 0.30 0.071
S 1.2600 2.4996 1.4937 0.06 0.28 0.14 0.432
O 2.2068 -3.5364 1.0794 0.04 -0.01 0.03 -0.016
O -1.7183 -0.5789 -3.7751 0.01 0.05 -0.06 -0.014
N -0.1919 -0.5613 -2.0102 -0.37 -0.54 -0.91 -0.058
N -2.0390 0.8901 -0.5974 0.21 0.13 -0.26 0.084
N 1.2457 -1.7780 -0.1165 0.04 -0.90 -0.17 -0.057
N 0.3909 -0.7463 2.2561 0.27 -0.06 -0.08 0.065
C 1.3837 -1.6432 2.2372 -0.13 -0.07 0.03 -0.186
C -3.7025 2.6154 -2.0056 0.00 0.02 0.04 -0.082
C 0.0788 6.4060 -1.4846 0.02 -0.13 0.03 -0.330
C -3.6717 2.6411 -0.6166 -0.04 0.02 -0.04 -0.097
C 3.5838 2.7559 2.8605 0.03 -0.01 0.00 -0.186
C 3.0103 2.2544 1.6853 -0.12 0.03 0.07 -0.687
C -1.2695 -0.1962 -2.6826 0.05 -0.05 -0.03 -0.506
C 5.7492 1.9830 2.2250 0.03 0.02 0.04 -0.149
C 2.1889 -1.8852 3.3469 0.00 -0.03 0.03 -0.011
C 3.8346 1.5941 0.7333 0.06 0.04 0.10 -0.746
C -0.8170 5.0115 0.8593 0.08 -0.22 0.05 -0.288
C 4.9351 2.6358 3.1446 0.01 -0.01 -0.05 -0.155
C 1.4544 -2.2116 -1.4222 -0.08 -0.11 -0.05 -0.224
C -2.8261 1.7609 0.0329 0.11 0.00 0.07 -0.155
C 1.8284 -2.8710 -4.1188 0.01 -0.04 -0.01 -0.689
C 2.3648 -3.1965 -1.8012 0.03 -0.02 0.05 -0.043
C 0.9210 -0.2537 4.5367 0.01 -0.04 0.03 -0.083
C 1.9645 -1.1694 4.5050 -0.01 0.02 0.01 -0.076
C 0.6959 -1.5515 -2.4403 -0.04 -0.22 -0.02 -0.213
C 1.6520 -2.4318 0.9582 0.06 -0.02 -0.06 -0.496
C 0.1706 -0.0806 3.3893 -0.04 0.02 -0.06 -0.189
C 2.3001 5.3431 0.1055 0.02 -0.26 0.13 -0.264
C -2.9142 1.7009 -2.6706 -0.05 -0.02 -0.02 -0.033
C 2.5547 -3.5171 -3.1361 -0.02 -0.01 -0.02 -0.687
C 0.9007 -1.9012 -3.7711 -0.06 0.04 -0.02 -0.047
C 5.2013 1.4790 1.0599 -0.06 -0.01 -0.07 -0.169
C -2.0893 0.8547 -1.9352 -0.14 -0.17 0.09 -0.229
H 5.8310 0.9617 0.3457 0.01 0.01 0.00 0.076
H -4.3323 3.3052 -2.5553 -0.01 -0.01 0.00 0.097
H 5.3405 3.0385 4.0664 0.00 0.00 0.01 0.073
H 6.8108 1.8631 2.4168 0.00 -0.01 0.00 0.078
H 2.4570 5.0644 1.1433 0.01 -0.03 0.02 0.005
H 2.9252 3.2493 3.5675 -0.01 -0.01 -0.01 0.073
H 2.9218 -3.7118 -1.0345 0.01 0.01 -0.01 0.094
H -0.6974 6.0251 1.2433 0.01 0.00 0.02 0.024
H -0.9173 6.2720 -1.9065 0.01 0.00 0.02 0.010
H 2.3756 6.4204 -0.0425 -0.02 -0.01 -0.01 0.018
H 0.7096 0.3357 5.4191 0.00 0.01 0.00 0.091
H 0.3150 -1.4145 -4.5356 0.01 -0.01 0.00 0.097
H 0.7850 6.5185 -2.3070 0.01 -0.01 0.02 0.014
H -0.6338 0.6453 3.3637 0.03 0.02 -0.01 0.089
H -1.7710 4.9219 0.3407 -0.01 0.00 -0.01 0.016
H -2.7676 1.7528 1.1172 0.03 0.02 0.00 0.103
H -4.2827 3.3309 -0.0481 0.01 0.00 0.01 0.090
H -0.7415 4.2862 1.6628 0.05 -0.04 -0.02 -0.026
H 3.0286 4.8181 -0.5113 0.00 -0.03 0.03 0.042
H 2.9725 -2.6236 3.2574 0.00 0.00 -0.02 0.109
H -2.9042 1.6140 -3.7474 0.01 -0.02 0.00 0.112
H 0.1011 7.2973 -0.8509 0.02 -0.04 0.04 0.013
H 2.5983 -1.3115 5.3727 0.00 -0.01 0.00 0.096
```
Forces are in eV/Å.

Summary:
* charge: -2
* energy relative to the best compared isomer or geometry (same formula, charge and spin): 29.2 kcal per mole
* HOMO level: -0.042 hartree